Entry 1:
This record from the Open Molecules 2025 dataset describes a 2-piece molecular cluster, CH6OP2 overall at a distorted geometry. The level of theory is wB97M-V/def2-TZVPD.

Structure (XYZ):
```
10
Properties=species:S:1:pos:R:3:lowdin_charge:R:1
C -1.4777 -0.5090 0.8307 -0.039
O 1.8648 -0.9801 0.7073 -0.526
P 1.4879 1.3046 -1.2121 0.573
P 0.8431 -0.5230 -0.2364 0.408
H -2.1281 -0.7452 0.0061 -0.021
H -1.3480 -1.2731 1.5726 -0.015
H -1.5596 0.4964 1.2043 -0.022
H 1.4554 1.9893 0.0086 -0.146
H 0.2069 1.6975 -1.5946 -0.168
H 0.6553 -1.4574 -1.2865 -0.043
```

**Total charge**: 0
**Gap between HOMO and LUMO**: 0.3201 hartree
**Relative energy (zero: lowest compared OMol25 entry of this formula, charge and spin)**: 46.6 kcal/mol
**E_HOMO**: -8.88 eV
**E**: -799.563864 a.u.


Entry 2:
This record from the Open Molecules 2025 dataset describes a 2-piece molecular cluster, CH6OP2 overall at a distorted geometry. The level of theory is wB97M-V/def2-TZVPD.

Structure (XYZ):
```
10
Properties=species:S:1:pos:R:3:lowdin_charge:R:1
C 0.9181 -1.1954 -0.9813 -0.503
O 0.1350 2.7129 0.8117 -0.134
P -1.7788 -1.7094 0.2665 0.335
P -0.5328 -0.2542 -0.4263 0.430
H 1.5863 -1.2928 -0.0316 0.062
H 1.4095 -0.6483 -1.7562 0.001
H 0.7429 -2.2150 -1.1118 -0.025
H 1.0331 2.7291 1.1754 0.037
H -2.8696 -0.8977 0.6600 -0.244
H -0.6437 2.7709 1.3935 0.041
```

**Total charge**: 0
**Gap between HOMO and LUMO**: 0.3054 hartree
**Relative energy (zero: lowest compared OMol25 entry of this formula, charge and spin)**: 36.4 kcal/mol
**E_HOMO**: -8.70 eV
**E**: -799.580201 a.u.


Entry 3:
This record from the Open Molecules 2025 dataset describes a 2-piece molecular cluster, CH6OS overall at a distorted geometry. The level of theory is wB97M-V/def2-TZVPD.

Structure (XYZ):
```
9
Properties=species:S:1:pos:R:3:lowdin_charge:R:1
C 0.1196 -0.3569 -1.5834 -0.483
S -0.9731 0.2928 -0.3871 0.702
H -0.2954 -0.4027 -2.5167 -0.011
H 0.2183 -1.4288 -1.2934 0.060
H 0.9069 0.3171 -1.6220 0.010
H -0.9493 1.5876 -0.4074 -0.166
H 0.2874 -0.0447 1.8405 -0.075
H 0.0586 -0.1860 3.2975 0.013
O 0.6270 0.2217 2.6720 -0.052
```

**Total charge**: 0
**Gap between HOMO and LUMO**: 0.3756 hartree
**Relative energy (zero: lowest compared OMol25 entry of this formula, charge and spin)**: 12.4 kcal/mol
**E_HOMO**: -9.30 eV
**E**: -515.089819 a.u.


Entry 4:
This record from the Open Molecules 2025 dataset describes a 2-piece molecular cluster, CH6OS2 overall at a distorted geometry. The level of theory is wB97M-V/def2-TZVPD.

Structure (XYZ):
```
10
Properties=species:S:1:pos:R:3:lowdin_charge:R:1
S -0.8793 0.1507 -0.4852 0.225
S -2.6718 -0.9263 -0.1268 0.225
H -0.8181 0.8270 0.6168 -0.245
H -2.9913 0.1640 -0.9340 -0.200
C 3.3152 0.4188 -0.0921 -0.127
O 3.5308 0.8514 1.2985 -0.119
H 2.8172 -0.5370 0.0069 0.062
H 2.6471 0.9951 -0.8157 0.091
H 4.2373 0.3355 -0.5695 0.046
H 2.7869 1.3010 1.6532 0.041
```

**Total charge**: 0
**Gap between HOMO and LUMO**: 0.3495 hartree
**Relative energy (zero: lowest compared OMol25 entry of this formula, charge and spin)**: 34.4 kcal/mol
**E_HOMO**: -9.59 eV
**E**: -913.247600 a.u.


Entry 5:
This record from the Open Molecules 2025 dataset describes a 2-piece molecular cluster, CH6OS2 overall. The level of theory is wB97M-V/def2-TZVPD.

Structure (XYZ):
```
10
Properties=species:S:1:pos:R:3:lowdin_charge:R:1
C -0.6099 1.5007 1.7658 -0.473
S 0.3834 -0.0261 1.7208 0.334
S 1.4150 0.1445 -0.0143 0.333
H -0.8236 1.6912 2.8159 0.025
H -1.5180 1.3727 1.1870 0.027
H 0.0184 2.2957 1.3911 0.015
H 0.6422 -0.6813 -0.7161 -0.245
H 0.3223 -2.4286 -3.4023 0.047
H 0.1009 -2.1524 -1.9510 0.005
O 0.0693 -1.7164 -2.7967 -0.067
```

**Total charge**: 0
**Gap between HOMO and LUMO**: 0.3514 hartree
**Relative energy (zero: lowest compared OMol25 entry of this formula, charge and spin)**: 2.2 kcal/mol
**E_HOMO**: -8.95 eV
**E**: -913.298941 a.u.


Entry 6:
This record from the Open Molecules 2025 dataset describes CH6OSSi as an isolated structure at a distorted geometry. The level of theory is wB97M-V/def2-TZVPD.

Structure (XYZ):
```
10
Properties=species:S:1:pos:R:3:lowdin_charge:R:1
C -1.9985 -0.6538 0.0877 -0.270
O -1.2829 0.4478 0.4850 -0.735
Si 2.4111 0.4563 0.0241 0.669
S -0.3308 1.0679 -0.7191 0.537
H -2.3993 -0.9419 1.0617 0.087
H -1.5155 -1.4255 -0.4319 0.047
H -2.8502 -0.1798 -0.5297 0.103
H 3.2700 1.4329 0.9017 -0.094
H 2.5203 -0.8918 0.4840 -0.149
H 2.1757 0.6880 -1.3636 -0.196
```

**Total charge**: 0
**Gap between HOMO and LUMO**: 0.2625 hartree
**Relative energy (zero: lowest compared OMol25 entry of this formula, charge and spin)**: 23.9 kcal/mol
**E_HOMO**: -8.09 eV
**E**: -804.468444 a.u.


Entry 7:
This record from the Open Molecules 2025 dataset describes one molecule with the formula CH6OSi2 at a distorted geometry. The level of theory is wB97M-V/def2-TZVPD.

Structure (XYZ):
```
10
Properties=species:S:1:pos:R:3:lowdin_charge:R:1
C 0.5073 -0.3002 0.8403 -0.341
O -1.0580 0.0023 -1.6424 -0.464
Si 0.5552 -0.0246 -1.2373 0.403
Si -1.3106 0.1841 0.2117 0.535
H 1.2021 0.2714 1.5046 0.009
H 1.0571 1.4059 -1.6743 -0.016
H 0.3508 -1.4261 1.0893 0.034
H 1.3070 -1.0229 -1.9126 -0.070
H -2.0212 -1.0180 0.6513 -0.055
H -2.3615 1.2884 0.4092 -0.036
```

**Total charge**: 0
**Gap between HOMO and LUMO**: 0.3843 hartree
**Relative energy (zero: lowest compared OMol25 entry of this formula, charge and spin)**: 16.7 kcal/mol
**E_HOMO**: -9.79 eV
**E**: -695.905937 a.u.


Entry 8:
This record from the Open Molecules 2025 dataset describes one molecule with the formula CH6P2. The level of theory is wB97M-V/def2-TZVPD.

Structure (XYZ):
```
9
Properties=species:S:1:pos:R:3:lowdin_charge:R:1
C -1.3515 -1.0506 -0.7642 -0.418
P -0.2767 -0.1091 0.1595 0.501
P 1.6948 1.0246 -0.1999 0.497
H -1.7890 -0.4997 -1.5898 -0.044
H -0.8933 -1.9795 -1.0898 -0.044
H -1.0094 0.9028 0.7566 -0.052
H 0.0670 -0.8403 1.2802 -0.051
H 2.3036 0.4394 0.9018 -0.195
H 1.2545 2.1125 0.5457 -0.192
```

**Total charge**: 0
**Gap between HOMO and LUMO**: 0.3116 hartree
**Relative energy (zero: lowest compared OMol25 entry of this formula, charge and spin)**: 44.2 kcal/mol
**E_HOMO**: -7.69 eV
**E**: -724.288962 a.u.